Entry 1:
{
  "formula": "C19H44B2NO26",
  "method": "ωB97M-V/def2-TZVPD",
  "charge": -1,
  "orbital_gap_ev": 8.85,
  "e_above_lowest_kcal_mol": 10.0,
  "total_energy_ha": -2811.2661,
  "fmax_ha_per_bohr": 0.2083,
  "multiplicity": 1,
  "lumo_energy_ha": 0.050,
  "homo_energy_ha": -0.276,
  "symbols": ["C", "H", "H", "H", "H", "H", "B", "O", "H", "H", "H", "O", "H", "H", "C", "H", "O", "H", "H", "O", "O", "O", "O", "H", "C", "C", "C", "H", "O", "O", "H", "H", "H", "H", "O", "H", "O", "O", "H", "H", "H", "C", "H", "O", "O", "C", "C", "H", "O", "O", "O", "H", "C", "H", "O", "C", "O", "H", "H", "H", "O", "H", "C", "O", "H", "H", "H", "H", "C", "C", "H", "C", "N", "O", "H", "O", "O", "B", "H", "H", "C", "H", "H", "H", "C", "H", "O", "H", "C", "O", "C", "C"],
  "xyz": [[-1.298, 2.812, -1.835], [1.855, 1.503, -5.087], [1.527, 2.567, 4.826], [-2.638, -4.084, -1.406], [4.605, 2.855, 1.709], [0.901, 2.080, 6.045], [1.963, 0.547, 0.241], [-0.777, 2.230, -2.707], [2.396, 5.883, 1.325], [5.321, -1.177, 1.148], [-5.493, 1.281, 0.225], [2.044, -1.544, -5.324], [-6.022, 0.206, -0.930], [0.240, -2.684, -0.599], [-3.162, 2.914, 2.026], [-3.112, 0.276, -1.007], [2.163, 0.931, -1.155], [-2.432, -0.098, 4.770], [1.714, -4.692, 1.032], [-2.447, 4.636, -2.917], [4.740, -1.458, 1.844], [-1.465, -0.267, 4.609], [3.337, 0.444, 5.791], [2.489, -3.105, 1.196], [-3.695, -1.614, -0.949], [-1.699, -2.477, 0.053], [-3.837, -0.252, -0.247], [-1.777, -1.402, 0.409], [1.893, 2.557, 3.097], [2.172, -0.289, -2.896], [-2.060, -3.127, 0.867], [0.614, 1.696, -4.591], [-0.883, -0.378, -1.654], [3.801, -1.307, 1.379], [2.767, -2.374, -1.026], [0.334, -2.186, -2.582], [-1.209, 2.521, -0.655], [1.538, 2.679, 5.818], [5.204, 4.243, 2.297], [2.950, -0.393, 6.045], [-2.014, -0.546, -2.998], [-2.126, 3.935, -1.990], [-0.586, -1.549, -4.109], [1.056, 1.697, -5.351], [0.571, 0.540, 0.667], [0.380, -3.080, 1.541], [-0.541, -2.131, -3.024], [3.203, -4.641, -2.050], [2.586, 1.546, 1.249], [1.719, 5.836, 2.015], [-3.248, 2.654, 0.848], [2.756, 0.960, 5.299], [-1.285, -3.524, -3.016], [1.886, -4.127, 2.640], [4.953, 3.665, 1.565], [-2.517, -3.234, -2.202], [-0.509, 1.206, 2.437], [-1.219, 0.414, 3.931], [2.170, -1.058, -4.486], [3.150, 3.567, -2.291], [2.300, -4.779, -2.202], [-0.196, -4.096, -0.226], [-5.479, 0.175, -0.098], [-1.549, 3.919, 3.469], [-1.841, -3.787, -3.954], [-5.990, -0.397, 0.739], [2.308, 2.535, -2.101], [2.009, -3.891, -2.054], [-1.390, -1.153, -2.207], [1.687, -3.748, 1.631], [1.797, 4.964, 2.433], [0.408, 1.301, 1.658], [-2.280, -2.094, -1.322], [-1.370, 3.973, 1.307], [-3.610, -0.306, 0.741], [2.559, -0.828, 0.337], [-2.661, 4.328, -0.832], [-2.179, 3.360, 0.195], [-4.273, -1.619, -1.886], [-4.219, -2.204, -0.370], [-1.990, 3.688, 2.413], [-0.557, -4.351, -2.721], [-0.399, -3.432, 2.282], [-3.480, -3.182, -2.903], [-0.324, -3.085, 0.137], [0.518, -2.065, 2.024], [2.742, 2.843, -2.869], [1.479, -0.970, -5.966], [2.665, -1.272, -0.801], [-3.879, 2.504, 2.900], [1.763, 1.774, 2.094], [2.444, -0.153, -1.732]],
  "atomic_forces_ev_per_a": [[0.6, -0.3, -2.5], [7.0, -1.5, 1.8], [0.1, 0.8, 1.0], [-0.5, 1.1, -1.8], [-1.7, -3.6, 1.8], [-2.8, -2.3, 1.5], [0.5, 1.4, 1.3], [1.9, -2.2, -3.7], [-0.2, -0.3, 0.3], [0.7, 0.2, -0.4], [0.3, -1.7, -0.1], [-1.4, 1.1, -1.7], [-2.1, -0.6, -3.7], [2.5, 2.2, -1.9], [-1.7, -0.4, 8.1], [-1.7, 0.8, 2.3], [-0.2, 2.0, 3.8], [1.5, -0.1, -0.2], [-0.1, 0.6, 0.1], [1.2, -1.3, -1.5], [-3.3, 0.2, -1.1], [-1.3, 0.8, -0.4], [2.5, -1.6, 1.4], [-0.5, -0.7, 0.8], [0.7, 3.8, -2.9], [1.6, 2.5, 1.4], [-1.7, 0.3, -5.0], [1.1, -1.4, 0.7], [0.1, -3.0, -3.1], [0.9, -0.7, -0.7], [-2.6, 0.2, -1.2], [-3.5, 0.4, 5.0], [0.3, -0.1, 0.6], [3.1, -0.6, 1.9], [1.2, -7.8, -2.8], [4.7, -0.4, 1.2], [-0.4, -1.7, 7.1], [2.4, 1.8, -2.4], [-0.5, -1.1, 0.2], [-0.4, 0.1, -0.2], [0.3, -1.3, 2.1], [-4.6, 6.6, -0.8], [1.1, -2.1, 2.6], [-3.6, 1.1, -6.7], [0.5, -1.8, -4.0], [-2.9, 2.2, 1.3], [-5.1, 1.8, -4.5], [2.3, -0.1, 0.3], [4.7, -3.0, -5.4], [0.2, 0.0, -0.1], [-0.2, -1.3, -7.0], [-1.9, 1.3, -1.0], [0.3, 0.5, -1.4], [0.3, 0.7, -0.1], [2.1, 4.8, -2.0], [-1.4, -4.0, 1.6], [-0.6, 1.0, -0.9], [-0.3, -0.7, 0.8], [-0.3, 0.0, -0.7], [0.0, -0.6, -2.1], [-1.8, -1.0, -0.5], [-1.1, -0.9, 0.2], [4.1, 1.5, 4.1], [0.2, 0.5, 2.9], [1.8, 0.1, 0.1], [0.9, 0.4, -1.1], [-1.6, -1.7, 0.7], [-0.6, 0.8, 0.1], [-1.8, 0.4, -1.2], [1.4, -1.8, -1.0], [0.0, 0.2, -0.2], [-0.9, -1.3, 5.0], [-2.3, -0.1, 0.7], [0.1, 0.0, -3.2], [1.7, 0.2, 2.7], [-1.3, 4.1, 6.2], [0.7, -2.0, 2.1], [2.0, 2.0, -1.0], [0.5, 0.5, 0.1], [-1.7, -4.4, 2.9], [1.5, 0.6, -0.9], [-1.3, 1.0, -0.1], [0.8, -0.5, -0.7], [2.1, 0.4, 1.9], [1.0, -0.3, 1.0], [-0.3, -0.5, -1.2], [1.8, 2.8, 1.0], [1.6, -1.2, 2.1], [0.1, 3.4, -2.1], [-1.3, -0.6, 0.5], [-3.8, 6.9, 7.2], [-1.5, -0.9, -4.8]]
}


Entry 2:
{
  "formula": "C19H44MnN11O3",
  "method": "ωB97M-V/def2-TZVPD",
  "charge": 1,
  "orbital_gap_ev": [8.15, 8.17],
  "s_squared": 8.753,
  "total_energy_ha": -2729.1753,
  "fmax_ha_per_bohr": 0.0155,
  "multiplicity": 6,
  "lumo_energy_ha": [-0.072, -0.072],
  "homo_energy_ha": [-0.371, -0.372],
  "symbols": ["H", "C", "H", "C", "N", "H", "H", "C", "Mn", "C", "H", "C", "H", "H", "C", "H", "N", "H", "H", "H", "C", "H", "H", "N", "C", "H", "H", "N", "H", "H", "H", "H", "H", "H", "C", "O", "H", "C", "H", "C", "N", "H", "H", "N", "H", "H", "O", "C", "H", "H", "C", "H", "H", "N", "H", "N", "H", "H", "H", "H", "H", "H", "N", "C", "N", "C", "H", "C", "N", "H", "H", "C", "H", "O", "H", "C", "H", "C"],
  "xyz": [[-2.393, -0.946, -1.675], [1.071, 2.766, 0.285], [1.250, -2.324, 3.790], [0.895, -2.112, 2.778], [-3.908, -2.218, -0.999], [-1.908, -0.876, 1.956], [3.513, -1.243, 0.340], [2.061, -0.481, -4.320], [0.651, -0.639, -0.110], [2.524, -0.302, 2.742], [-1.279, 4.409, -0.444], [-4.498, -1.218, -0.101], [-1.503, -3.964, 0.044], [3.084, -1.196, 3.020], [-4.024, -3.535, -0.353], [-2.040, -2.663, -1.824], [-1.752, -1.878, 0.108], [0.492, -3.462, 0.111], [-0.689, 1.472, 1.589], [2.662, -2.969, 1.894], [-0.568, 4.597, 0.366], [-3.596, -4.296, -1.006], [-4.421, -0.230, -0.561], [-0.623, 0.434, -1.870], [-2.424, -0.894, 0.991], [3.488, 3.978, -1.469], [2.532, 5.661, 0.276], [3.030, -0.354, 0.359], [-2.361, 0.948, -1.392], [0.787, 1.910, -4.410], [1.345, -4.090, 2.117], [-1.402, -3.261, 1.668], [2.705, 0.392, -4.471], [-0.180, -2.277, 2.772], [1.262, -0.375, -3.059], [1.155, 1.580, -0.078], [-5.551, -1.447, 0.045], [1.581, -3.073, 1.810], [-1.583, 2.855, 2.209], [-1.930, -3.222, 0.721], [1.190, -2.806, 0.423], [-1.855, 2.287, 0.548], [0.228, 5.225, -0.017], [-3.329, -3.558, 0.945], [3.365, 0.158, -0.445], [-3.407, -2.528, 2.773], [2.472, -1.968, -2.007], [-1.102, 2.431, 1.328], [2.873, 1.393, 1.478], [1.419, -0.576, -5.200], [-2.497, -1.910, -1.182], [-0.764, 2.354, -3.662], [2.855, 2.323, -1.425], [-0.042, 3.323, 0.883], [3.376, 4.601, 1.410], [2.123, 3.596, 0.070], [1.656, 4.927, 1.631], [2.515, 0.342, 3.618], [2.694, -1.359, -4.247], [1.953, -2.865, -0.250], [0.488, -0.124, 2.887], [-2.340, 0.093, 0.528], [1.138, -0.714, 2.391], [2.429, 4.765, 0.891], [1.510, -1.103, -2.014], [3.197, 3.155, -0.816], [4.314, 0.464, 1.862], [3.260, 0.384, 1.602], [-3.829, -1.190, 1.213], [-4.973, -2.774, 1.984], [-0.682, 1.035, -4.825], [-0.153, 1.532, -4.008], [-5.077, -3.764, -0.193], [-1.642, 1.403, -1.837], [-1.084, 5.135, 1.162], [0.112, 0.542, -2.916], [4.077, 2.843, -0.245], [-3.925, -2.532, 1.812]],
  "atomic_forces_ev_per_a": [[0.0, -0.1, 0.0], [-0.1, 0.2, -0.3], [0.0, 0.0, 0.1], [0.0, 0.0, -0.1], [0.0, -0.1, 0.2], [0.0, 0.0, 0.0], [0.1, 0.0, 0.0], [-0.1, 0.1, -0.1], [0.2, 0.0, 0.2], [-0.1, -0.1, -0.1], [0.0, 0.0, 0.0], [0.2, -0.2, 0.1], [0.0, 0.0, 0.0], [0.0, 0.0, 0.1], [0.1, 0.2, 0.1], [0.0, 0.0, 0.0], [-0.1, 0.2, 0.0], [-0.1, -0.1, -0.1], [0.2, -0.3, 0.1], [0.1, 0.0, 0.0], [0.1, -0.1, 0.1], [0.0, 0.0, 0.0], [0.0, 0.0, 0.0], [0.2, -0.2, 0.0], [-0.1, -0.2, -0.1], [0.0, 0.0, 0.0], [0.0, 0.0, 0.0], [-0.1, 0.0, 0.2], [-0.2, 0.0, 0.1], [0.0, 0.0, 0.0], [0.0, -0.1, 0.0], [0.0, 0.0, 0.1], [0.0, 0.0, 0.0], [0.0, 0.0, 0.0], [-0.3, 0.2, -0.1], [-0.6, 0.1, 0.5], [-0.1, 0.0, 0.0], [-0.1, 0.1, -0.1], [0.0, 0.0, 0.0], [-0.2, 0.1, -0.2], [-0.1, 0.1, 0.1], [0.0, 0.0, 0.0], [0.0, 0.0, 0.0], [-0.1, 0.1, -0.1], [0.0, 0.1, -0.1], [0.0, 0.0, 0.0], [-0.1, 0.1, 0.0], [0.0, 0.3, -0.1], [0.1, 0.0, -0.1], [0.1, 0.0, 0.1], [-0.1, 0.0, 0.2], [0.0, 0.1, 0.0], [0.0, 0.0, 0.0], [0.0, -0.1, -0.2], [0.0, 0.0, 0.0], [0.2, 0.1, 0.0], [0.0, 0.0, 0.1], [0.0, 0.1, 0.1], [0.0, 0.0, 0.0], [0.2, 0.0, -0.2], [-0.1, 0.1, 0.1], [0.0, 0.0, 0.0], [0.2, 0.0, -0.2], [0.0, -0.1, -0.2], [0.4, -0.3, 0.1], [-0.1, 0.1, 0.1], [0.2, 0.0, 0.1], [-0.2, 0.0, -0.1], [-0.1, -0.1, -0.1], [0.0, 0.0, 0.0], [0.0, 0.0, 0.0], [0.1, 0.0, 0.0], [0.0, 0.0, 0.0], [0.0, 0.2, 0.1], [0.0, 0.0, 0.0], [0.3, -0.2, -0.3], [0.0, 0.0, 0.0], [0.1, 0.0, -0.2]]
}


Entry 3:
{
  "formula": "C19H44N2O5S",
  "method": "ωB97M-V/def2-TZVPD",
  "orbital_gap_ev": 8.64,
  "e_above_lowest_kcal_mol": 165.4,
  "total_energy_ha": -1633.9596,
  "fmax_ha_per_bohr": 0.1633,
  "multiplicity": 1,
  "lumo_energy_ha": 0.019,
  "homo_energy_ha": -0.298,
  "symbols": ["C", "H", "H", "O", "O", "O", "H", "H", "H", "O", "C", "H", "C", "H", "C", "H", "H", "H", "H", "H", "H", "H", "C", "H", "H", "H", "H", "C", "C", "O", "H", "H", "H", "C", "C", "H", "H", "H", "H", "H", "H", "H", "C", "C", "C", "H", "H", "C", "H", "C", "N", "H", "H", "H", "H", "C", "H", "C", "C", "S", "H", "H", "H", "H", "N", "H", "H", "C", "H", "C", "H"],
  "xyz": [[-3.160, 1.372, -3.231], [-5.105, 6.855, 4.852], [5.358, -8.350, 0.707], [-2.457, 1.620, -0.757], [1.154, -3.673, -3.043], [1.576, -1.779, -4.888], [3.123, -9.289, -0.169], [-5.325, 5.983, -0.606], [-4.201, 3.198, 0.370], [-0.922, -1.901, -3.837], [-4.533, 3.775, -0.594], [5.842, -9.723, -1.136], [-3.089, 2.198, -1.783], [-2.215, 5.958, 5.377], [3.262, -8.315, 0.306], [1.384, -2.666, -1.127], [0.155, 5.568, 2.369], [4.714, -6.749, 0.516], [-2.779, -0.645, -2.013], [0.275, 6.994, 3.388], [2.445, -6.914, -2.051], [2.496, -7.630, -0.061], [-3.046, 6.167, 4.695], [-3.298, 8.928, 4.467], [-3.437, 5.875, -0.768], [-3.523, -0.861, -3.730], [-0.372, -0.054, -2.879], [-4.372, 5.395, -0.209], [6.194, -9.087, -3.127], [-3.700, 3.539, -1.783], [-1.437, 8.009, 6.012], [-4.579, 5.801, 6.172], [5.329, -6.517, -2.960], [-2.370, 8.484, 4.087], [4.616, -6.710, -2.149], [-2.114, 9.102, 3.218], [-1.608, 7.273, 1.837], [-4.039, 7.480, 6.129], [-4.295, 5.518, 0.975], [-2.468, 1.943, -4.019], [-4.248, 1.418, -3.694], [4.371, -9.539, -2.078], [-0.356, 6.135, 3.157], [-4.261, 6.610, 5.505], [-1.183, -0.447, -3.656], [-1.002, 0.155, -4.663], [-2.213, 5.687, 2.204], [3.255, -6.987, -2.780], [4.565, -5.758, -1.606], [4.665, -7.759, 0.092], [5.184, -7.740, -1.278], [1.635, -4.568, -1.089], [3.207, -7.968, -3.259], [5.695, -8.584, -3.961], [7.162, -8.603, -2.957], [-1.294, 8.670, 5.153], [-3.311, 5.212, 4.225], [1.849, -3.591, -1.718], [5.340, -9.073, -1.863], [0.787, -2.054, -3.553], [-5.684, 3.627, -0.798], [-0.411, 5.489, 4.037], [6.387, -10.120, -3.436], [3.004, -3.380, -1.851], [-2.664, 7.119, 3.649], [-1.326, 9.699, 5.528], [3.054, -6.239, -3.555], [-2.742, -0.208, -3.105], [3.081, -8.447, 1.380], [-1.734, 6.562, 2.663], [-0.291, 8.509, 4.752]],
  "atomic_forces_ev_per_a": [[-0.2, 0.5, -0.1], [0.2, 0.0, 0.0], [0.0, 0.0, -0.2], [-4.3, 4.1, -6.0], [-0.2, 1.5, 0.2], [-3.4, -1.6, 4.6], [0.0, 0.1, 0.0], [2.0, -1.2, 1.0], [-0.4, 0.7, -2.3], [1.5, 0.5, 0.1], [-0.5, 2.4, 1.9], [-0.2, 0.2, 0.1], [2.5, -2.5, 3.1], [0.0, -0.1, 0.1], [-0.3, 0.0, 0.2], [1.1, -2.0, -1.1], [-0.1, 0.1, 0.1], [0.0, 0.0, -0.3], [0.0, 1.3, -2.1], [0.0, -0.1, 0.1], [0.0, -0.1, -0.1], [0.0, -0.1, 0.0], [-0.1, 0.2, -0.1], [0.0, -0.2, 0.0], [-1.9, -1.2, 1.4], [2.0, 1.5, 1.1], [-2.0, -0.5, -1.4], [-0.4, 0.0, -0.3], [0.0, 0.1, -0.1], [0.5, -4.1, 1.1], [0.0, 0.0, -0.1], [0.1, 0.1, -0.1], [0.0, -0.1, 0.1], [-0.4, 0.0, 0.1], [0.3, -0.1, -0.3], [0.0, -0.3, 0.0], [-0.1, 0.1, 0.2], [-0.1, -0.1, -0.1], [-0.1, -0.1, -2.7], [-1.4, -1.2, 1.8], [2.2, 0.2, 1.3], [-0.1, -0.1, -0.1], [0.3, -0.1, -0.1], [0.0, 0.1, 0.1], [-0.3, 1.2, 0.2], [-0.4, -1.5, 1.9], [-0.1, 0.1, 0.2], [-0.3, 0.2, -0.1], [0.1, -0.3, 0.2], [0.3, -0.1, 0.0], [0.0, 0.2, 0.4], [0.4, 2.0, -1.7], [0.0, 0.0, 0.1], [0.1, 0.0, 0.1], [-0.2, 0.0, 0.0], [0.2, 0.2, 0.1], [0.2, 0.2, -0.2], [-0.2, 1.0, 1.1], [0.1, 0.2, 0.0], [2.8, 0.9, -3.2], [2.5, -0.2, 0.1], [0.0, 0.1, -0.1], [-0.1, 0.1, 0.1], [-2.4, -0.7, 0.1], [0.1, 0.0, -0.4], [0.0, -0.1, 0.0], [0.0, -0.1, 0.1], [0.6, -0.8, -0.1], [0.0, 0.0, -0.1], [-0.3, -0.1, 0.0], [-0.1, -0.1, 0.1]]
}